Computed, not measured: a structure of composition C42H64BaCl6F8N2O28S4 at a distorted geometry, with wB97M-V/def2-TZVPD.

Element x y z (Å)
Ba (2.58931, -0.58397, -1.66152)
C (-1.44206, 0.16464, 0.01147)
F (-2.56311, 0.85337, 0.15444)
F (-0.93739, -0.12515, 1.20452)
F (-1.68913, -0.96163, -0.62940)
S (-0.23969, 1.20892, -0.98519)
O (-0.10114, 0.42425, -2.20452)
O (-0.85803, 2.47294, -1.14759)
N (1.22888, 1.15612, -0.21068)
S (1.19340, 2.32587, 0.90925)
O (1.74939, 3.54111, 0.39661)
O (-0.03376, 2.44291, 1.62761)
C (2.42712, 1.69773, 2.12247)
F (3.59906, 1.55212, 1.50064)
F (2.50573, 2.54807, 3.12229)
F (2.07321, 0.50257, 2.59336)
N (3.30857, -2.58120, -0.08997)
S (4.62910, -3.35558, 0.32747)
O (4.51721, -4.74596, 0.05493)
O (5.39725, -2.93891, 1.44451)
F (5.52118, -2.76102, -0.87476)
S (2.27029, -3.13036, 1.14562)
O (2.68112, -2.92761, 2.47385)
O (1.58090, -4.33102, 0.84356)
F (1.17857, -2.01987, 0.86876)
Cl (-4.54920, 5.42276, -1.97103)
C (-3.07204, 4.60229, -1.31487)
C (-2.27229, 5.62585, -0.53674)
Cl (-1.66439, 6.93891, -1.57485)
H (-2.50670, 4.27444, -2.18101)
H (-3.46484, 3.80105, -0.70575)
H (-1.37728, 5.19778, -0.09754)
H (-2.94349, 6.01022, 0.22741)
Cl (5.08750, 4.67760, 5.68937)
C (4.52450, 5.34600, 4.13059)
C (5.60728, 5.45122, 3.10789)
Cl (5.98861, 3.85606, 2.39310)
H (4.16653, 6.34367, 4.38195)
H (3.67663, 4.75550, 3.80501)
H (6.50676, 5.87771, 3.53829)
H (5.25131, 6.06069, 2.28117)
Cl (3.27638, 0.94816, 6.49497)
C (3.11544, -0.30857, 5.23361)
C (3.58192, -1.66130, 5.64152)
Cl (2.63134, -2.26650, 7.01579)
H (3.69327, 0.04216, 4.38017)
H (2.07327, -0.25875, 4.94183)
H (4.62857, -1.64758, 5.94283)
H (3.51517, -2.37789, 4.82497)
C (-0.55160, -4.04210, 3.79385)
O (-0.95807, -2.95849, 4.58906)
C (-0.31704, -1.74346, 4.18716)
C (-0.69809, -0.64955, 5.14549)
O (-0.18035, -0.95761, 6.40684)
C (-0.69188, -0.13449, 7.42393)
H (0.43241, -4.40078, 4.12353)
H (-0.50799, -3.85927, 2.71013)
H (-1.24991, -4.87821, 3.88073)
H (-0.67941, -1.48725, 3.18367)
H (0.76453, -1.91284, 4.22199)
H (-1.75382, -0.37144, 5.13807)
H (-0.14827, 0.22863, 4.75103)
H (-0.20295, -0.41805, 8.35754)
H (-1.75910, -0.31761, 7.61713)
H (-0.50024, 0.92449, 7.21785)
C (-1.12108, 3.37079, -5.14038)
O (-2.44764, 2.98637, -4.91955)
C (-2.62061, 1.58272, -4.83360)
C (-3.90415, 1.26550, -4.12453)
O (-3.79246, 1.48166, -2.72868)
C (-5.08203, 1.63466, -2.16251)
H (-0.78522, 3.29539, -6.18705)
H (-0.45303, 2.86867, -4.44156)
H (-1.06568, 4.45370, -4.99859)
H (-1.75907, 1.09140, -4.37061)
H (-2.72256, 1.25461, -5.87973)
H (-4.18965, 0.21270, -4.23538)
H (-4.63487, 1.95583, -4.56780)
H (-4.98352, 1.92186, -1.11833)
H (-5.68023, 0.72182, -2.28473)
H (-5.59274, 2.44452, -2.69864)
C (0.96861, -1.13159, -5.18560)
O (2.10829, -1.43919, -4.37691)
C (3.16158, -1.98897, -5.12703)
C (4.25630, -2.40809, -4.16258)
O (4.65849, -1.30215, -3.33854)
C (5.42948, -0.40388, -4.11743)
H (0.28272, -0.54450, -4.57591)
H (0.54467, -2.05435, -5.58533)
H (1.21641, -0.47317, -6.03001)
H (3.61915, -1.30934, -5.85822)
H (2.85870, -2.88878, -5.68036)
H (5.10494, -2.77636, -4.74694)
H (3.98655, -3.22944, -3.49470)
H (4.84434, 0.37825, -4.60054)
H (6.01942, -0.87500, -4.91326)
H (6.17986, 0.05140, -3.46849)
C (2.67020, 2.10958, -4.30156)
O (3.35904, 1.60452, -3.16828)
C (3.76082, 2.65973, -2.28192)
C (4.94641, 2.22564, -1.43038)
O (4.83539, 0.88349, -1.02415)
C (5.94482, 0.43586, -0.24807)
H (2.24713, 1.29425, -4.88351)
H (3.33880, 2.66696, -4.96843)
H (1.87348, 2.78144, -3.96637)
H (2.92638, 2.80213, -1.58119)
H (3.96064, 3.57428, -2.83601)
H (5.13919, 2.90690, -0.59568)
H (5.82568, 2.33410, -2.09528)
H (6.11782, 1.14898, 0.56590)
H (6.84505, 0.33214, -0.85095)
H (5.62233, -0.47761, 0.24277)
C (-1.29527, -3.16567, -2.64494)
C (-2.18527, -4.02062, -3.16952)
C (-1.94311, -5.50917, -3.25721)
O (-2.81578, -6.19590, -3.75355)
C (-0.66398, -5.96906, -2.75403)
C (0.26345, -5.11568, -2.29978)
C (0.00784, -3.62687, -2.23190)
O (0.86740, -2.85988, -1.83188)
O (1.44051, -5.53704, -1.87593)
O (-3.27740, -3.57023, -3.76182)
H (-1.46612, -2.10153, -2.75256)
H (-0.45195, -7.02232, -2.61355)
H (1.87913, -4.84269, -1.34746)
H (-3.81932, -4.35999, -3.97779)
C (-4.15749, -4.42132, -0.12830)
C (-3.96144, -3.86609, 1.06662)
C (-4.83925, -2.74333, 1.56916)
O (-4.51281, -2.14526, 2.56841)
C (-6.06931, -2.48285, 0.82267)
C (-6.26955, -3.09077, -0.34582)
C (-5.29406, -4.06044, -0.97383)
O (-5.55217, -4.61248, -2.02539)
O (-7.42501, -2.95704, -1.00421)
O (-2.94441, -4.18346, 1.84148)
H (-3.57093, -5.28363, -0.42985)
H (-6.88550, -1.90971, 1.24114)
H (-7.55222, -3.72788, -1.57885)
H (-3.10324, -3.80040, 2.72634)
C (-4.39645, 1.43570, 4.24894)
C (-5.65823, 1.76621, 3.95813)
C (-6.02818, 2.78843, 2.90799)
O (-7.18105, 3.11081, 2.79406)
C (-4.92039, 3.35001, 2.15933)
C (-3.65209, 3.05178, 2.46776)
C (-3.28440, 2.08322, 3.56711)
O (-2.12899, 1.86532, 3.82045)
O (-2.63302, 3.54290, 1.78271)
O (-6.69579, 1.21933, 4.58475)
H (-4.24842, 0.62090, 4.94708)
H (-5.12702, 4.01619, 1.32811)
H (-1.82934, 3.01228, 1.97228)
H (-7.49589, 1.72695, 4.36586)

HOMO energy   -9.14 eV
Kohn-Sham gap   7.19 eV
DFT total energy   -245808.4018 eV
Net charge   0
LUMO level   -1.948 eV
ΔE to the lowest compared entry with this formula, charge and spin   0.0 kJ/mol